(1)
DFT (ωB97M-V/def2-TZVPD) results for 2 unconnected molecules or ions with the total composition C7H10.

```
! RIJCOSX wB97M-V def2-TZVPD def2/J DEFGRID3
* xyz 0 1
C -1.50080 1.34300 -0.94327
C -1.18085 0.82141 0.23071
C -1.63490 0.13587 1.42678
C -0.39282 -0.63416 1.74226
C -0.25999 0.80369 1.35455
H -0.79984 1.96980 -1.48644
H -2.47066 1.15489 -1.39243
H -2.46794 0.36372 2.07903
H -0.04395 -1.40311 1.05295
H -0.23049 -0.86113 2.79597
H 0.12928 1.62482 1.94232
C 1.53690 -0.28360 -1.51625
C 2.08554 -1.48919 -1.42156
H 0.73622 -0.07158 -2.21963
H 1.85130 0.54102 -0.88026
H 1.76329 -2.31251 -2.05452
H 2.87969 -1.70295 -0.71022
*
```

Computed properties:
Highest occupied orbital energy, eV: -8.52
Kohn-Sham gap, eV: 9.67
LUMO level, eV: 1.14

=====

(2)
DFT (ωB97M-V/def2-TZVPD) results for 2 unconnected molecules or ions with the total composition C7H10.

```
! RIJCOSX wB97M-V def2-TZVPD def2/J DEFGRID3
* xyz 0 1
C -2.06637 0.46598 0.19097
C -1.16282 -0.72649 -0.03942
C 0.17434 -0.65088 -0.74079
C 0.70935 0.73568 -0.84170
C 1.20311 1.00668 0.49055
C 0.81037 0.04905 1.38212
C 0.14015 -1.06958 0.71072
H -2.60779 0.67824 -0.73849
H -2.80776 0.25107 0.96783
H -1.52108 1.37602 0.46002
H -1.71644 -1.63524 -0.28381
H 0.32906 -1.36124 -1.54864
H 2.54898 0.66469 -2.25097
H 3.21939 0.33098 -2.29041
H 1.68730 1.93457 0.78491
H 0.90354 0.11861 2.46573
H 0.24499 -2.08585 1.08639
*
```

Computed properties:
Highest occupied orbital energy, eV: -8.07
Kohn-Sham gap, eV: 7.61
LUMO level, eV: -0.47

=====

(3)
DFT (ωB97M-V/def2-TZVPD) results for C7H10 in the gas phase.

```
! RIJCOSX wB97M-V def2-TZVPD def2/J DEFGRID3
* xyz 0 1
C -1.69800 -0.89213 -1.12672
C -0.89659 -0.20723 -0.31213
C -1.20108 1.22840 0.04094
C 0.48147 -0.75063 -0.21293
C 1.66490 0.04704 -0.70727
C 1.49449 -0.19394 0.72672
C 1.31991 -0.15952 2.03758
H -1.49838 -1.92740 -1.39509
H -2.45792 -0.37055 -1.69166
H -2.26633 1.44353 -0.09280
H -0.91983 1.52512 1.05875
H -0.64736 1.86344 -0.65767
H 0.51873 -1.83242 -0.36565
H 1.45767 1.06592 -1.02681
H 2.43068 -0.47672 -1.26243
H 0.13355 -0.57289 2.21255
H 2.08408 0.20999 2.77461
*
```

Computed properties:
Highest occupied orbital energy, eV: -8.49
Kohn-Sham gap, eV: 9.48
LUMO level, eV: 0.99

=====

(4)
DFT (ωB97M-V/def2-TZVPD) results for C7H10 in the gas phase.

```
! RIJCOSX wB97M-V def2-TZVPD def2/J DEFGRID3
* xyz 0 1
C -1.11103 -2.26787 1.28849
C -0.68579 -1.32939 0.65063
C 0.02543 -0.32399 -0.11002
C 0.20266 1.19365 0.23869
C -1.01515 2.15444 0.22319
C 0.65385 -0.73187 -1.41044
C 1.30887 -1.28513 -0.21191
H -1.78782 -2.96248 1.72495
H 0.92154 1.61169 -0.48491
H 0.68017 1.27850 1.21668
H -1.61256 2.09098 -0.69304
H -0.67003 3.20030 0.29271
H -1.68143 1.98798 1.07443
H 0.11170 -1.40696 -2.05750
H 1.23725 0.03674 -1.89734
H 2.16764 -0.87372 0.28498
H 1.25470 -2.37289 -0.12960
*
```

Computed properties:
Highest occupied orbital energy, eV: -8.29
Kohn-Sham gap, eV: 9.38
LUMO level, eV: 1.09

=====

(5)
DFT (ωB97M-V/def2-TZVPD) results for a molecular structure, C7H10.

```
! RIJCOSX wB97M-V def2-TZVPD def2/J DEFGRID3
* xyz 0 1
C 0.82114 -0.51691 -1.63904
C 1.18659 0.43620 -0.51386
C 0.30475 1.21871 0.39136
C -2.01910 0.05500 -0.03083
C -1.34440 -0.75798 0.80028
C -0.13833 -0.29724 1.46152
C 1.14690 0.15635 0.94648
H 0.54498 0.03244 -2.54763
H 1.68313 -1.15086 -1.88266
H -0.01285 -1.16402 -1.36897
H 2.15095 0.92515 -0.69127
H 0.16663 2.27612 0.58324
H -2.73639 -0.32432 -0.74722
H -1.90372 1.13038 0.03576
H -1.75066 -1.74290 1.04366
H -0.07311 -0.57006 2.53623
H 1.97351 0.29393 1.62295
*
```

Computed properties:
Highest occupied orbital energy, eV: -7.91
Kohn-Sham gap, eV: 8.96
LUMO level, eV: 1.05

=====

(6)
DFT (ωB97M-V/def2-TZVPD) results for C7H10 in the gas phase.

```
! RIJCOSX wB97M-V def2-TZVPD def2/J DEFGRID3
* xyz 0 1
C -2.55223 0.32307 1.24896
C -1.23304 0.94140 0.79721
C -0.23593 -0.01905 0.30309
C 0.67763 0.57163 -0.69572
C 2.08489 -0.04767 -0.69178
C 2.03359 -1.49323 -0.91951
C 1.93149 -2.67225 -1.13866
H -3.11694 -0.02250 0.37700
H -3.17464 1.04040 1.79253
H -2.35773 -0.54537 1.88427
H -1.37586 1.86540 0.20575
H -0.64744 1.25461 1.69185
H 0.15571 0.25595 -1.62247
H 0.72231 1.67585 -0.73700
H 2.55403 0.16193 0.27708
H 2.71176 0.42848 -1.45477
H 1.82241 -3.71863 -1.31785
*
```

Computed properties:
Highest occupied orbital energy, eV: -8.28
Kohn-Sham gap, eV: 8.61
LUMO level, eV: 0.33